#P
ORCA calculation (wB97M-V/def2-TZVPD) on one molecule with the formula C7H10N4.

Last column: Löwdin charge in e.
Atoms and positions in Å:
N 1.716 0.269 -0.430  0.081
N -0.311 0.629 -3.351  -0.004
N 1.370 0.574 -1.749  0.090
N -0.860 -0.026 -1.253  0.166
C -1.588 -0.792 1.072  -0.133
C 1.134 -0.568 1.745  -0.085
C -1.381 -0.014 2.315  -0.226
C -0.646 -0.336 -0.066  -0.193
C 0.034 -0.044 2.823  -0.169
C 0.055 0.318 -2.005  -0.544
C 0.773 -0.061 0.363  -0.238
H -1.611 -2.117 1.025  0.206
H -0.001 -0.589 3.806  0.127
H -0.554 1.745 -3.716  0.158
H 1.118 -1.531 1.515  0.053
H 2.134 -0.309 2.234  0.141
H 0.514 0.765 3.086  0.034
H 0.771 0.799 -3.901  0.154
H -1.425 1.209 2.370  0.191
H -1.900 -0.316 3.052  0.024
H -2.739 -0.798 0.535  0.167

Summary:
- frontier orbital gap (eV) = 9.1
- LUMO energy (eV) = 0.08
- spin multiplicity = 1
- E_HOMO (eV) = -9.060
- SMILES = Nc1nnc2c(n1)CCCC2

=====

#Q
ORCA calculation (wB97M-V/def2-TZVPD) on one molecule with the formula C7H10N4.

Last column: Löwdin charge in e.
Atoms and positions in Å:
N -0.939 2.812 -2.396  0.154
N 0.168 1.580 -0.872  0.117
N -1.416 0.516 -2.219  0.175
N -0.192 -0.618 0.088  0.117
C 1.213 -1.162 2.051  -0.037
C 1.955 0.079 1.776  -0.126
C 0.479 0.565 -0.126  -0.312
C 0.135 -1.421 1.161  -0.320
C -0.831 -2.582 1.426  -0.071
C 1.549 0.912 0.847  -0.069
C -0.728 1.646 -1.736  -0.478
H -1.995 0.372 -2.948  0.042
H -1.389 2.695 -3.250  0.071
H -0.110 3.342 -2.480  0.094
H 2.914 0.437 2.440  0.151
H 1.560 -1.733 2.958  0.109
H 1.978 1.888 0.873  0.089
H -0.828 -3.009 2.430  0.063
H -1.871 -2.481 1.058  0.071
H -0.623 -3.480 0.771  0.080
H -1.028 -0.358 -1.850  0.079

Summary:
- frontier orbital gap (eV) = 8.5
- LUMO energy (eV) = 0.74
- spin multiplicity = 1
- E_HOMO (eV) = -7.752
- SMILES = Cc1cccc(N=C(N)N)n1

=====

Which one sits at the top of the stability order? #Q does.

=====

#P
ORCA calculation (wB97M-V/def2-TZVPD) on an isolated ion of composition C4H8NS and charge +1.

Last column: Löwdin charge in e.
Atoms and positions in Å:
S -2.411 0.638 -0.182  1.000
N 0.563 1.295 -0.088  0.016
C -1.292 -2.014 0.196  0.085
C 1.585 0.316 -0.448  -0.054
C -1.271 -0.724 0.108  -0.593
C -0.851 0.464 0.690  -0.396
H 1.304 -0.691 -0.679  0.084
H -0.783 0.918 1.667  0.112
H 0.059 1.909 -0.744  0.143
H 2.032 0.676 -1.404  0.118
H -0.430 -2.590 0.434  0.086
H -1.818 -2.524 -0.540  0.073
H 0.898 1.977 0.742  0.221
H 2.416 0.350 0.249  0.104

Summary:
- frontier orbital gap (eV) = 9.2
- LUMO energy (eV) = -4.30
- spin multiplicity = 1
- E_HOMO (eV) = -13.541
- SMILES = C=C1S[C@@H]1[NH2+]C
- net charge = +1

=====

#Q
ORCA calculation (wB97M-V/def2-TZVPD) on a 2-piece molecular cluster, C4H8NS overall.

Last column: Löwdin charge in e.
Atoms and positions in Å:
S -1.399 -2.263 -1.920  0.858
N 0.161 0.816 -0.142  -0.095
C 1.211 0.162 0.603  -0.012
C 1.245 1.597 0.243  -0.051
C -1.032 0.518 -0.430  0.155
C -1.998 -1.663 -0.460  -0.390
H -3.066 -1.249 -0.364  0.088
H -2.382 -1.759 -2.543  -0.136
H 1.153 2.351 1.023  0.146
H 1.787 1.971 -0.530  0.104
H 1.065 -0.191 1.601  0.134
H -1.655 -1.976 0.494  0.019
H -1.764 1.116 -0.852  0.061
H 1.995 -0.205 -0.001  0.119

Summary:
- frontier orbital gap (alpha / beta) (eV) = 8.5 / 8.5
- LUMO energy (alpha / beta) (eV) = -4.42 / -4.42
- spin multiplicity = 1
- E_HOMO (alpha / beta) (eV) = -12.965 / -12.966
- net charge = +1

=====

#R
ORCA calculation (wB97M-V/def2-TZVPD) on an isolated ion of composition C4H8NS and charge +1.

Last column: Löwdin charge in e.
Atoms and positions in Å:
S -0.580 0.234 0.249  1.004
N -1.417 -1.733 1.971  0.036
C 0.537 0.161 -1.075  -0.348
C -0.991 -1.416 0.465  -0.463
C 1.095 2.538 -1.188  0.032
C 1.206 1.298 -1.661  -0.240
H -0.640 -1.675 2.767  0.204
H -0.100 -2.028 0.150  0.064
H 0.330 2.851 -0.452  0.071
H -2.129 -1.055 2.328  0.143
H 1.976 1.000 -2.369  0.114
H 1.714 3.352 -1.706  0.108
H 0.925 -0.825 -1.273  0.070
H -1.925 -2.701 1.794  0.203

Summary:
- frontier orbital gap (alpha / beta) (eV) = 6.5 / 7.8
- LUMO energy (alpha / beta) (eV) = -5.37 / -4.73
- spin multiplicity = 1
- E_HOMO (alpha / beta) (eV) = -11.865 / -12.489
- net charge = +1

=====

Which one sits at the top of the stability order? #P does.

=====

#P
ORCA calculation (wB97M-V/def2-TZVPD) on an isolated ion of composition C4H8NS and charge +1.

Last column: Löwdin charge in e.
Atoms and positions in Å:
S -1.503 -1.060 0.681  0.846
N 0.225 1.421 1.252  0.134
C -0.222 -0.270 -0.403  -0.464
C -0.197 -1.213 -1.381  -0.163
C 0.482 1.072 -0.156  -0.131
C -1.219 -2.128 -0.929  -0.331
H 0.270 0.610 1.938  0.179
H -2.155 -2.219 -1.524  0.107
H -0.807 1.727 1.210  0.194
H 0.021 1.772 -0.774  0.125
H 0.812 2.252 1.419  0.181
H 0.273 -1.146 -2.271  0.084
H -0.999 -3.185 -0.661  0.103
H 1.539 0.962 -0.060  0.136

Summary:
- frontier orbital gap (eV) = 8.7
- LUMO energy (eV) = -3.93
- spin multiplicity = 1
- E_HOMO (eV) = -12.597
- SMILES = [NH3+]CC1=CCS1
- net charge = +1

=====

#Q
ORCA calculation (wB97M-V/def2-TZVPD) on a 2-piece molecular cluster, C4H8NS overall.

Last column: Löwdin charge in e.
Atoms and positions in Å:
S -3.821 -0.306 -0.109  0.832
N 0.679 0.577 0.388  -0.157
C 0.678 1.034 -0.999  0.002
C 1.259 -0.737 0.699  -0.009
C -0.263 -0.461 0.788  -0.047
C -2.322 -0.814 -0.206  -0.482
H 1.656 1.433 -1.268  0.112
H 0.439 0.196 -1.651  0.106
H -0.074 1.810 -1.134  0.111
H 1.661 -1.278 -0.144  0.122
H 0.884 1.344 1.031  0.196
H -0.645 -0.356 1.795  0.091
H 1.803 -0.834 1.625  0.125
H -1.934 -1.607 -0.814  -0.001

Summary:
- frontier orbital gap (alpha / beta) (eV) = 8.2 / 8.2
- LUMO energy (alpha / beta) (eV) = -4.83 / -4.83
- spin multiplicity = 1
- E_HOMO (alpha / beta) (eV) = -13.013 / -13.017
- net charge = +1

=====

Which one sits at the top of the stability order? #P does.

=====

#P
ORCA calculation (wB97M-V/def2-TZVPD) on a 2-piece molecular cluster, H3INO2P overall.

Last column: Löwdin charge in e.
Atoms and positions in Å:
I -1.485 0.784 3.951  0.718
P 0.033 1.186 0.983  0.696
O 0.190 0.189 -0.098  -0.503
O 1.463 -0.875 -2.845  -0.077
N -0.862 0.329 2.092  -0.841
H 0.667 -0.892 -2.394  -0.049
H 1.353 -0.194 -3.604  0.089
H -1.360 -0.526 1.915  -0.033

Summary:
- frontier orbital gap (eV) = 9.2
- LUMO energy (eV) = -0.53
- spin multiplicity = 1
- E_HOMO (eV) = -9.705
- SMILES = O=PNI.O

=====

#Q
ORCA calculation (wB97M-V/def2-TZVPD) on a 2-piece molecular cluster, H3INO2P overall.

Last column: Löwdin charge in e.
Atoms and positions in Å:
I -2.316 0.144 -1.133  0.671
P 1.224 -0.368 0.273  0.900
O 1.639 0.533 1.557  -0.311
O 0.973 0.765 -0.749  -0.385
N -1.464 -0.614 0.500  -0.755
H -1.558 -1.660 0.340  -0.105
H -0.018 0.776 -0.947  -0.103
H 1.423 1.498 1.486  0.089

Summary:
- frontier orbital gap (alpha / beta) (eV) = 7.2 / 7.2
- LUMO energy (alpha / beta) (eV) = -0.79 / -0.79
- spin multiplicity = 1
- E_HOMO (alpha / beta) (eV) = -7.980 / -7.978

=====

Which one sits at the top of the stability order? #P does.

=====

#P
ORCA calculation (wB97M-V/def2-TZVPD) on one molecule with the formula C3H9NSi.

Last column: Löwdin charge in e.
Atoms and positions in Å:
Si 1.441 -0.396 -0.098  0.492
N 1.665 -1.913 0.646  -0.173
C -1.923 1.557 -0.840  -0.034
C -0.838 1.271 -0.099  -0.269
C -0.443 -0.185 0.388  -0.323
H 2.402 -2.508 0.278  0.019
H -2.711 0.731 -0.961  0.082
H -1.270 -0.911 0.217  0.076
H 1.337 -0.410 -1.687  -0.027
H 2.361 0.600 0.492  -0.047
H 0.672 -2.216 0.898  0.052
H -0.135 2.045 0.185  0.072
H -2.219 2.568 -0.903  0.025
H -0.339 -0.236 1.486  0.056

Summary:
- frontier orbital gap (eV) = 10.1
- LUMO energy (eV) = 0.95
- spin multiplicity = 1
- E_HOMO (eV) = -9.139
- SMILES = C=CC[SiH2]N

=====

#Q
ORCA calculation (wB97M-V/def2-TZVPD) on a 2-piece molecular cluster, C3H9NSi overall.

Last column: Löwdin charge in e.
Atoms and positions in Å:
Si -0.139 0.076 -0.880  0.631
N -1.763 -0.347 -1.247  -0.165
C 0.272 -2.516 1.594  0.037
C 0.240 1.679 -0.030  -0.350
C 1.318 2.433 -0.270  -0.098
H -0.437 1.995 0.760  0.041
H 1.216 -2.893 1.263  -0.040
H 2.034 2.171 -1.034  0.039
H 0.255 -1.917 2.480  -0.039
H -2.351 0.302 -1.747  0.013
H -0.602 -3.086 1.355  -0.039
H -2.308 -0.861 -0.576  0.005
H 0.739 -0.372 -1.945  -0.080
H 1.529 3.337 0.277  0.045

Summary:
- frontier orbital gap (alpha / beta) (eV) = 8.6 / 6.9
- LUMO energy (alpha / beta) (eV) = 0.03 / 0.18
- spin multiplicity = 1
- E_HOMO (alpha / beta) (eV) = -8.616 / -6.728

=====

Which one sits at the top of the stability order? #P does.

=====

#P
ORCA calculation (wB97M-V/def2-TZVPD) on a 2-piece molecular cluster, C2H3Cl2NO overall.

Last column: Löwdin charge in e.
Atoms and positions in Å:
Cl -2.980 0.318 -0.079  0.381
Cl -1.583 -2.062 0.117  0.395
O 0.030 2.119 0.476  0.165
N -1.765 -0.528 0.797  -0.995
C 0.373 1.026 0.243  -0.177
C 1.312 0.012 -0.248  -0.060
H 0.828 -0.432 -1.167  0.108
H 2.384 0.382 -0.513  0.126
H 1.401 -0.835 0.375  0.058

Summary:
- frontier orbital gap (alpha / beta) (eV) = 6.2 / 8.7
- LUMO energy (alpha / beta) (eV) = -0.96 / 0.00
- spin multiplicity = 1
- E_HOMO (alpha / beta) (eV) = -7.153 / -8.664

=====

#Q
ORCA calculation (wB97M-V/def2-TZVPD) on one molecule with the formula C2H3Cl2NO.

Last column: Löwdin charge in e.
Atoms and positions in Å:
Cl 0.950 1.740 0.859  0.738
Cl 0.377 -2.150 -0.674  0.654
O 2.406 -0.755 -0.059  -0.034
N 1.231 -0.650 -0.112  -0.626
C 0.399 0.284 0.130  -0.798
C -1.064 0.330 0.006  -0.168
H -1.214 1.373 -0.421  0.085
H -1.737 0.209 0.985  0.143
H -1.347 -0.381 -0.714  0.005

Summary:
- frontier orbital gap (eV) = 9.2
- LUMO energy (eV) = -0.23
- spin multiplicity = 1
- E_HOMO (eV) = -9.429
- SMILES = C/C(Cl)=[N+](/[O-])Cl

=====

Which one sits at the top of the stability order? #Q does.

=====

#P
ORCA calculation (wB97M-V/def2-TZVPD) on one molecule with the formula C6H8.

Last column: Löwdin charge in e.
Atoms and positions in Å:
C -1.495 -0.709 0.047  -0.206
C -0.178 1.152 0.002  -0.082
C 0.703 -0.017 -0.026  -0.355
C -0.072 -1.120 -0.043  -0.083
C 2.193 0.029 -0.005  -0.092
C -1.448 0.796 -0.046  -0.099
H -1.936 -1.063 1.050  0.148
H -2.101 -1.175 -0.762  0.120
H 0.124 2.202 0.132  0.114
H -2.336 1.386 -0.080  0.092
H 2.551 -1.032 -0.372  0.096
H 2.612 0.939 -0.632  0.101
H 0.312 -2.149 -0.107  0.114
H 2.552 0.113 1.193  0.132

Summary:
- frontier orbital gap (eV) = 9.5
- LUMO energy (eV) = 1.13
- spin multiplicity = 1
- E_HOMO (eV) = -8.376
- SMILES = CC1=CCC=C1

=====

#Q
ORCA calculation (wB97M-V/def2-TZVPD) on one molecule with the formula C6H8.

Last column: Löwdin charge in e.
Atoms and positions in Å:
C -0.363 0.250 -0.707  -0.333
C 1.286 -0.148 0.887  0.028
C -1.102 0.761 0.570  -0.064
C 0.702 -1.421 0.448  -0.151
C -0.192 -1.231 -0.550  -0.038
C 1.073 0.714 -0.346  -0.223
H 0.891 -2.358 0.959  0.088
H -0.751 -1.989 -1.099  0.112
H -0.818 0.580 -1.651  0.131
H -1.298 1.834 0.534  0.083
H -2.003 0.198 0.822  0.085
H 1.140 1.799 -0.203  0.103
H -0.392 0.613 1.414  0.061
H 1.826 0.398 -1.078  0.119

Summary:
- frontier orbital gap (alpha / beta) (eV) = 7.8 / 7.8
- LUMO energy (alpha / beta) (eV) = -0.33 / -0.33
- spin multiplicity = 1
- E_HOMO (alpha / beta) (eV) = -8.147 / -8.146

=====

Which one sits at the top of the stability order? #P does.